A structure of composition C53H88N3OP3RuSi, computed with ωB97M-V/def2-TZVPD.

Last column: Mulliken spin population.
Cartesian coordinates (Å):
Ru (-0.224, 0.236, 0.042)  0.654
C (1.260, -3.270, 0.631)  -0.002
Si (0.749, -1.568, 1.278)  -0.004
C (-0.389, -1.880, 2.769)  -0.013
C (-0.610, -3.091, 3.417)  0.001
C (-1.592, -3.210, 4.390)  0.000
C (-2.372, -2.113, 4.727)  0.002
C (-2.149, -0.885, 4.119)  0.002
C (-1.155, -0.763, 3.153)  0.051
P (-0.644, 0.801, 2.332)  0.033
C (-2.154, 1.913, 2.390)  -0.037
C (-2.514, 2.527, 3.762)  0.000
C (-1.906, 3.900, 4.032)  -0.002
C (-2.251, 4.887, 2.928)  0.001
C (-1.724, 4.368, 1.599)  0.007
C (-2.273, 2.979, 1.285)  -0.044
C (0.651, 1.382, 3.511)  0.015
C (1.308, 2.693, 3.067)  0.009
C (1.987, 3.421, 4.229)  0.000
C (2.669, 2.424, 5.158)  -0.001
C (1.651, 1.458, 5.793)  0.000
C (0.332, 1.391, 5.011)  -0.005
C (2.431, -0.886, 1.866)  0.019
C (3.168, -1.472, 2.894)  0.002
C (4.406, -0.974, 3.261)  0.001
C (4.944, 0.103, 2.566)  -0.001
C (4.235, 0.692, 1.531)  0.000
C (2.961, 0.231, 1.197)  -0.018
P (1.905, 0.820, -0.209)  -0.404
C (2.799, -0.012, -1.605)  0.016
C (2.101, -0.037, -2.970)  0.003
C (2.863, -0.963, -3.928)  0.001
C (4.390, -0.750, -3.877)  -0.001
C (4.750, 0.546, -3.168)  0.000
C (4.249, 0.528, -1.724)  -0.004
C (2.075, 2.691, -0.441)  0.165
C (3.248, 3.502, 0.149)  0.027
C (2.947, 4.998, 0.067)  0.003
C (2.688, 5.452, -1.365)  -0.001
C (1.604, 4.609, -2.019)  0.006
C (1.915, 3.119, -1.911)  0.011
H (1.620, -3.841, 1.492)  0.003
H (0.477, -3.842, 0.136)  0.000
H (2.109, -3.184, -0.048)  -0.001
H (-0.038, -3.969, 3.137)  0.000
H (-1.764, -4.164, 4.873)  0.000
H (-3.154, -2.208, 5.469)  0.000
H (-2.764, -0.044, 4.405)  0.001
H (-2.919, 1.158, 2.168)  0.001
H (-3.605, 2.638, 3.772)  0.000
H (-2.273, 1.848, 4.578)  0.000
H (-2.265, 4.257, 5.000)  0.000
H (-0.820, 3.826, 4.113)  0.001
H (-3.340, 4.997, 2.868)  0.000
H (-1.847, 5.876, 3.149)  0.000
H (-2.002, 5.040, 0.784)  0.001
H (-0.630, 4.355, 1.616)  0.003
H (-3.340, 3.088, 1.073)  0.004
H (-1.818, 2.614, 0.368)  0.086
H (1.386, 0.583, 3.387)  0.002
H (2.052, 2.445, 2.318)  0.005
H (0.592, 3.359, 2.583)  -0.005
H (2.711, 4.138, 3.834)  0.000
H (1.254, 4.009, 4.791)  0.000
H (3.407, 1.860, 4.579)  0.000
H (3.226, 2.950, 5.935)  0.000
H (2.083, 0.455, 5.845)  0.000
H (1.435, 1.754, 6.821)  0.000
H (-0.210, 0.490, 5.300)  0.000
H (-0.296, 2.241, 5.275)  0.001
H (2.760, -2.325, 3.428)  0.001
H (4.963, -1.431, 4.069)  0.000
H (5.922, 0.485, 2.829)  0.000
H (4.696, 1.505, 0.994)  0.001
H (2.841, -1.055, -1.262)  0.008
H (1.059, -0.358, -2.862)  -0.003
H (2.076, 0.968, -3.391)  0.000
H (2.650, -1.999, -3.669)  0.000
H (2.488, -0.815, -4.943)  0.000
H (4.863, -1.579, -3.343)  0.000
H (4.809, -0.761, -4.884)  0.000
H (5.830, 0.700, -3.173)  -0.001
H (4.319, 1.395, -3.707)  0.000
H (4.909, -0.095, -1.116)  0.000
H (4.321, 1.535, -1.312)  0.001
H (1.180, 3.033, 0.096)  0.017
H (3.432, 3.249, 1.190)  -0.004
H (4.170, 3.293, -0.402)  0.002
H (2.070, 5.215, 0.689)  0.001
H (3.779, 5.561, 0.495)  0.000
H (2.419, 6.510, -1.388)  0.000
H (3.614, 5.353, -1.942)  0.000
H (0.638, 4.803, -1.538)  0.001
H (1.493, 4.888, -3.069)  0.001
H (1.140, 2.549, -2.416)  0.006
H (2.854, 2.909, -2.437)  0.002
C (-2.703, 2.092, -3.228)  -0.001
C (-2.304, 1.011, -2.218)  -0.048
C (-3.345, 0.964, -1.097)  0.034
C (-0.880, 1.242, -1.722)  0.395
H (-3.717, 1.934, -3.605)  0.002
H (-2.024, 2.109, -4.082)  0.002
H (-2.678, 3.082, -2.763)  0.000
H (-2.306, 0.055, -2.739)  0.018
H (-3.569, 1.968, -0.738)  0.003
H (-3.029, 0.350, -0.246)  -0.008
H (-4.297, 0.551, -1.440)  0.001
H (-0.768, 2.258, -1.303)  0.004
H (-0.202, 1.171, -2.575)  -0.019
O (-1.266, -1.500, -1.183)  -0.026
P (-1.910, -2.691, -1.827)  0.001
N (-3.089, -3.295, -0.855)  0.003
C (-4.126, -4.260, -1.251)  0.000
C (-4.080, -5.313, -0.154)  0.000
C (-3.807, -4.464, 1.086)  0.000
C (-2.818, -3.407, 0.590)  -0.001
N (-2.718, -2.486, -3.261)  0.002
C (-1.941, -2.210, -4.484)  -0.002
C (-3.017, -1.932, -5.523)  0.000
C (-4.068, -1.169, -4.720)  -0.001
C (-4.058, -1.870, -3.361)  0.000
N (-0.728, -3.800, -2.158)  0.002
C (0.581, -3.395, -2.676)  -0.002
C (1.264, -4.721, -2.969)  0.000
C (0.109, -5.564, -3.507)  0.000
C (-1.060, -5.168, -2.602)  0.000
H (-3.943, -4.648, -2.252)  0.000
H (-5.105, -3.768, -1.259)  0.000
H (-3.255, -6.007, -0.334)  0.000
H (-5.001, -5.889, -0.088)  0.000
H (-3.406, -5.032, 1.924)  0.000
H (-4.730, -3.987, 1.422)  0.000
H (-1.789, -3.731, 0.757)  0.002
H (-2.947, -2.446, 1.091)  0.000
H (-1.308, -3.060, -4.743)  0.000
H (-1.299, -1.327, -4.357)  0.001
H (-3.430, -2.876, -5.885)  0.000
H (-2.633, -1.379, -6.378)  0.000
H (-5.053, -1.197, -5.183)  0.000
H (-3.779, -0.122, -4.609)  0.000
H (-4.824, -2.647, -3.311)  0.000
H (-4.234, -1.176, -2.540)  0.000
H (1.104, -2.787, -1.942)  0.006
H (0.492, -2.799, -3.591)  0.000
H (1.655, -5.149, -2.043)  0.000
H (2.090, -4.620, -3.673)  0.000
H (0.301, -6.635, -3.488)  0.000
H (-0.101, -5.282, -4.542)  0.000
H (-1.118, -5.832, -1.734)  0.000
H (-2.020, -5.202, -3.121)  0.000

Forces on the atoms, in the same order (eV/Å):
-0.93 -0.28 0.02
-0.06 0.16 -0.07
0.29 -0.19 0.19
-0.04 0.43 -0.11
0.03 -0.12 -0.10
-0.08 0.01 0.07
0.01 -0.07 0.02
0.03 -0.02 -0.04
-0.03 -0.08 -0.15
-0.03 -0.09 0.05
0.10 -0.03 0.11
-0.07 -0.08 -0.03
0.03 0.00 0.05
-0.06 0.01 -0.02
0.06 0.01 -0.02
0.12 -0.01 -0.05
-0.05 -0.09 -0.03
0.00 0.12 -0.03
0.05 0.03 -0.01
0.04 0.00 0.01
0.01 -0.03 0.03
-0.08 -0.08 0.02
-0.18 0.21 -0.15
0.00 -0.07 0.06
0.07 0.07 -0.05
-0.02 -0.05 0.07
0.00 0.08 -0.01
-0.19 -0.27 -0.16
0.54 0.65 0.12
-0.04 0.06 -0.04
0.00 -0.07 0.02
-0.02 0.03 0.05
0.04 -0.05 -0.04
0.02 0.05 0.00
0.02 -0.04 0.01
0.04 0.01 0.09
-0.05 -0.14 0.07
-0.02 0.04 0.00
0.04 0.03 0.00
-0.03 0.00 0.00
0.02 -0.16 -0.05
-0.03 0.02 0.03
-0.09 0.01 -0.02
0.01 0.03 -0.04
0.01 0.02 0.01
0.01 0.01 0.00
0.00 -0.01 0.00
-0.02 0.01 -0.02
0.02 -0.01 -0.03
0.00 0.00 0.01
0.01 0.02 0.00
-0.01 0.00 -0.01
-0.05 0.03 0.00
0.00 0.02 0.00
0.03 -0.02 0.00
-0.01 -0.01 0.00
-0.05 0.03 -0.02
-0.02 0.02 0.03
-0.03 -0.01 -0.04
0.10 -0.01 0.00
0.12 0.00 -0.11
0.06 -0.06 0.05
-0.02 -0.01 0.00
-0.01 -0.02 0.02
0.00 -0.02 -0.03
0.01 -0.02 -0.01
0.00 0.00 0.00
-0.01 0.02 -0.01
-0.01 0.03 0.00
0.04 -0.01 0.00
0.00 0.00 -0.01
-0.01 0.01 0.01
0.00 0.00 -0.01
-0.02 0.07 -0.04
0.00 -0.01 0.05
0.19 -0.10 -0.03
-0.04 -0.02 -0.03
-0.08 -0.11 0.01
-0.01 0.03 0.02
0.00 0.00 0.01
0.00 0.00 0.00
-0.01 0.00 0.00
-0.01 0.00 0.00
0.01 -0.01 -0.02
0.01 -0.04 -0.03
-0.04 -0.01 -0.03
0.04 -0.08 0.06
-0.01 0.02 0.01
-0.02 0.00 -0.01
0.00 -0.02 0.02
0.00 -0.01 0.01
0.00 -0.01 0.00
0.00 0.01 0.02
-0.02 -0.02 0.00
0.01 0.06 0.06
0.00 0.01 -0.01
0.06 0.00 0.01
-0.06 0.06 0.07
-0.14 -0.07 -0.01
0.25 -0.06 -0.19
-0.02 0.00 0.01
0.01 -0.01 -0.01
0.01 0.00 0.01
-0.03 -0.04 0.04
0.05 -0.02 0.01
0.06 -0.01 -0.03
0.03 0.01 -0.06
0.00 0.07 -0.06
-0.12 0.10 0.06
0.22 -0.06 0.15
-0.30 0.03 -0.01
0.23 -0.02 -0.13
-0.08 0.01 -0.08
-0.01 -0.02 0.00
-0.01 0.02 0.04
0.04 0.03 0.13
0.24 0.15 0.17
-0.03 -0.03 -0.03
0.00 -0.03 -0.01
-0.02 0.00 -0.02
-0.08 -0.01 0.09
-0.30 0.00 -0.01
0.19 0.14 0.04
0.03 -0.02 -0.04
0.00 -0.01 0.01
0.05 -0.05 0.06
0.00 -0.02 0.03
0.02 -0.01 0.00
0.01 0.01 0.00
0.00 0.00 0.00
0.01 -0.01 0.01
0.00 0.00 -0.02
0.08 -0.01 0.03
0.02 0.01 0.00
-0.06 0.00 -0.01
0.02 -0.03 -0.01
0.00 0.00 0.00
-0.01 0.02 0.00
-0.01 0.02 0.01
0.04 -0.05 -0.02
0.02 0.01 -0.04
-0.04 -0.04 0.00
0.05 0.07 0.06
0.04 -0.02 0.01
-0.02 -0.02 0.00
-0.03 0.00 0.01
0.00 0.00 0.01
-0.01 0.00 0.00
-0.04 0.02 -0.02
0.03 0.01 -0.04

Computed properties:
HOMO (alpha / beta)   -9.69 / -10.28 eV
Multiplicity   2
E_tot   -3720.2588 a.u.
<S²>   0.7580
Charge   +1
Orbital gap (alpha / beta)   0.265 / 0.267 Eh